{"formula": "C40H50F30O20", "method": "the ωB97M-V functional and the def2-TZVPD basis", "fmax_ha_per_bohr": 0.0462, "smiles": "CCOC(=O)C(F)(F)F.CCOC(=O)C(F)(F)F.CCOC(=O)C(F)(F)F.CCOC(=O)C(F)(F)F.CCOC(=O)C(F)(F)F.CCOC(=O)C(F)(F)F.CCOC(=O)C(F)(F)F.CCOC(=O)C(F)(F)F.CCOC(=O)C(F)(F)F.CCOC(=O)C(F)(F)F", "de_lowest_ev": 1.251, "energy_ev": -164768.538, "multiplicity": 1, "homo_lumo_gap_ev": 11.286, "homo_ha": -0.403, "species": ["C", "C", "O", "C", "O", "C", "F", "F", "F", "H", "H", "H", "H", "H", "C", "C", "O", "C", "O", "C", "F", "F", "F", "H", "H", "H", "H", "H", "C", "C", "O", "C", "O", "C", "F", "F", "F", "H", "H", "H", "H", "H", "C", "C", "O", "C", "O", "C", "F", "F", "F", "H", "H", "H", "H", "H", "C", "C", "O", "C", "O", "C", "F", "F", "F", "H", "H", "H", "H", "H", "C", "C", "O", "C", "O", "C", "F", "F", "F", "H", "H", "H", "H", "H", "C", "C", "O", "C", "O", "C", "F", "F", "F", "H", "H", "H", "H", "H", "C", "C", "O", "C", "O", "C", "F", "F", "F", "H", "H", "H", "H", "H", "C", "C", "O", "C", "O", "C", "F", "F", "F", "H", "H", "H", "H", "H", "C", "C", "O", "C", "O", "C", "F", "F", "F", "H", "H", "H", "H", "H"], "coordinates": [[3.027, 1.841, 3.505], [3.723, 2.847, 4.416], [5.070, 2.420, 4.713], [6.024, 2.805, 3.873], [5.936, 3.616, 3.012], [7.334, 2.031, 4.153], [8.348, 2.906, 4.144], [7.327, 1.424, 5.328], [7.562, 1.158, 3.178], [2.941, 0.869, 3.986], [3.505, 1.897, 2.532], [2.013, 2.227, 3.380], [3.187, 3.009, 5.351], [3.745, 3.847, 3.980], [-4.557, 7.146, -0.656], [-3.099, 7.023, -0.188], [-2.688, 5.674, -0.256], [-2.049, 5.185, -1.308], [-1.806, 5.815, -2.295], [-1.722, 3.695, -1.087], [-1.336, 3.481, 0.174], [-2.754, 2.915, -1.389], [-0.680, 3.375, -1.871], [-5.059, 6.265, -0.256], [-4.582, 7.142, -1.744], [-5.069, 8.019, -0.257], [-2.979, 7.340, 0.849], [-2.437, 7.715, -0.713], [0.634, -3.487, 4.282], [1.003, -2.023, 4.092], [2.447, -1.954, 4.018], [3.001, -1.940, 2.822], [2.413, -1.911, 1.786], [4.525, -1.784, 2.860], [5.088, -2.751, 2.156], [4.857, -0.609, 2.327], [5.002, -1.780, 4.111], [0.516, -4.051, 3.356], [-0.339, -3.597, 4.765], [1.409, -3.968, 4.876], [0.710, -1.421, 4.948], [0.626, -1.554, 3.187], [4.564, -8.702, -0.835], [4.177, -7.458, -0.044], [4.045, -6.385, -0.992], [3.819, -5.192, -0.506], [3.616, -4.878, 0.627], [3.777, -4.063, -1.566], [4.129, -4.534, -2.783], [2.577, -3.513, -1.660], [4.666, -3.118, -1.250], [5.431, -8.489, -1.464], [3.788, -8.934, -1.565], [4.777, -9.513, -0.144], [4.981, -7.193, 0.643], [3.248, -7.618, 0.502], [-4.447, -3.764, 0.003], [-4.715, -3.592, -1.484], [-5.471, -4.633, -2.108], [-6.780, -4.579, -1.920], [-7.388, -3.837, -1.221], [-7.500, -5.660, -2.785], [-6.647, -6.380, -3.497], [-8.124, -6.499, -1.925], [-8.441, -5.117, -3.546], [-4.159, -4.806, 0.152], [-5.354, -3.554, 0.572], [-3.676, -3.104, 0.390], [-3.756, -3.579, -2.009], [-5.092, -2.614, -1.796], [-10.036, -0.689, -2.379], [-9.286, -1.884, -2.986], [-7.998, -1.565, -3.477], [-7.872, -1.152, -4.715], [-8.753, -0.983, -5.505], [-6.416, -0.921, -5.130], [-6.161, -1.636, -6.233], [-6.180, 0.365, -5.339], [-5.588, -1.387, -4.181], [-11.033, -1.043, -2.121], [-10.104, 0.120, -3.103], [-9.509, -0.398, -1.472], [-9.919, -2.287, -3.782], [-9.250, -2.722, -2.295], [6.691, 0.166, -5.448], [6.176, -0.924, -4.512], [4.805, -1.196, -4.725], [3.892, -0.484, -4.096], [4.099, 0.444, -3.382], [2.454, -0.927, -4.424], [2.400, -1.963, -5.257], [1.825, -1.186, -3.270], [1.804, 0.093, -5.017], [7.756, 0.256, -5.242], [6.073, 1.051, -5.314], [6.560, -0.179, -6.475], [6.420, -0.616, -3.490], [6.749, -1.845, -4.623], [-4.856, 2.558, 5.251], [-3.352, 2.702, 5.321], [-2.704, 1.748, 4.467], [-2.354, 2.089, 3.257], [-2.599, 3.124, 2.714], [-1.533, 1.040, 2.495], [-1.168, 0.010, 3.283], [-2.180, 0.555, 1.440], [-0.401, 1.605, 2.058], [-5.383, 3.003, 6.097], [-5.200, 1.520, 5.270], [-5.315, 2.968, 4.350], [-3.030, 2.435, 6.322], [-3.100, 3.723, 5.041], [1.540, 0.547, -0.015], [0.561, -0.634, -0.102], [-0.557, -0.257, -0.896], [-1.495, -1.130, -1.139], [-1.572, -2.236, -0.680], [-2.588, -0.552, -2.068], [-2.199, 0.564, -2.690], [-2.968, -1.446, -2.978], [-3.671, -0.220, -1.334], [2.235, 0.440, 0.812], [1.044, 1.515, -0.011], [2.112, 0.490, -0.941], [0.317, -0.989, 0.900], [1.055, -1.491, -0.562], [5.145, 6.509, 2.043], [4.251, 6.466, 0.818], [4.493, 5.282, 0.050], [3.954, 4.148, 0.398], [3.087, 3.994, 1.215], [4.410, 2.938, -0.429], [5.422, 3.229, -1.254], [4.835, 1.992, 0.428], [3.430, 2.419, -1.158], [6.185, 6.512, 1.711], [5.032, 5.595, 2.629], [4.974, 7.360, 2.698], [4.492, 7.324, 0.194], [3.189, 6.494, 1.058]], "mulliken_charge": [0.275, -0.501, -0.299, 0.343, -0.483, 0.853, -0.264, -0.243, -0.224, 0.267, -0.413, 0.046, 0.411, 0.127, -1.116, -0.284, -0.219, -0.077, -0.535, 1.302, -0.251, -0.245, -0.237, 0.300, 0.298, 0.383, 0.335, 0.323, -1.432, 0.692, -0.384, 0.545, -0.411, 0.704, -0.201, -0.156, -0.281, 0.315, 0.441, 0.343, 0.337, -0.403, -1.239, -0.192, -0.208, 0.045, -0.468, 1.153, -0.303, -0.225, -0.245, 0.319, 0.323, 0.380, 0.319, 0.308, -1.240, 0.164, -0.299, 0.357, -0.520, 0.814, -0.247, -0.276, -0.217, 0.339, 0.341, 0.279, 0.357, 0.141, -1.267, -0.226, -0.156, 0.259, -0.530, 0.919, -0.259, -0.252, -0.245, 0.377, 0.330, 0.302, 0.372, 0.335, -1.152, -0.274, -0.292, 0.381, -0.510, 0.861, -0.242, -0.143, -0.256, 0.371, 0.318, 0.306, 0.279, 0.412, -1.222, -0.127, -0.290, -0.113, -0.542, 1.251, -0.268, -0.130, -0.076, 0.391, 0.328, 0.319, 0.309, 0.274, -0.642, -0.698, -0.090, 0.216, -0.623, 1.021, -0.220, -0.206, -0.226, -0.081, 0.268, 0.275, 0.358, 0.560, -0.665, -0.272, -0.330, 0.366, -0.416, 0.770, -0.301, -0.175, -0.180, 0.293, -0.038, 0.416, 0.315, 0.243]}